[1]
This record from the Open Molecules 2025 dataset describes an isolated molecule of C20H26N2O6S. The level of theory is ωB97M-V/def2-TZVPD.

The relative energy (zero: lowest compared OMol25 entry of this formula, charge and spin) comes out at 0.0 kJ/mol. The value obtained for the HOMO-LUMO gap is 8.74 eV. Its total charge is 0. As for the spin multiplicity: 1. The calculation puts the highest occupied orbital energy at -8.16 eV. The calculation puts the energy at -47261.57351 eV.

Last column: Mulliken charge in e.
Geometry (Å):
C1 4.3220 -6.5884 3.9232  -1.4222
C2 4.2814 -5.6479 2.7288  -0.2733
O1 3.0589 -4.9393 2.7826  -0.3800
C3 2.7742 -4.0415 1.8016  0.6602
C4 3.6083 -3.7270 0.7350  -0.3559
C5 3.2062 -2.7984 -0.2105  -1.2185
C6 1.9789 -2.1590 -0.1063  0.7095
N1 1.5852 -1.1965 -1.0410  -0.2638
S1 -0.0147 -1.0615 -1.5253  1.4099
O2 -0.6881 -2.3246 -1.4904  -0.6959
O3 0.0402 -0.3463 -2.7697  -0.7265
C7 -0.7204 0.0271 -0.3050  0.2635
C8 -0.0982 1.2328 -0.0526  -1.0656
C9 -0.7059 2.1643 0.7705  -0.4288
C10 -1.9530 1.8812 1.3288  0.3527
O4 -2.6860 2.7650 2.0598  -0.5399
C11 -2.3335 4.1346 1.9811  -0.4949
C12 -2.2413 4.6162 0.5212  0.4446
O5 -1.3769 5.3764 0.1470  -0.6382
N2 -3.2044 4.0988 -0.2634  -0.0944
C13 -3.1366 4.1075 -1.7086  -0.8557
C14 -2.9137 2.6905 -2.2437  0.5845
C15 -2.5125 2.6912 -3.7239  -0.8500
O6 -1.3759 3.4632 -4.0096  -0.4187
C16 -0.1767 2.9857 -3.4351  -0.3495
C17 -2.5413 0.6310 1.1137  -0.6615
C18 -1.9279 -0.2905 0.2905  -0.4499
C19 1.1475 -2.4651 0.9674  0.4106
C20 1.5393 -3.3973 1.9028  -1.1217
H1 5.2477 -7.1566 3.9159  0.4161
H2 4.2589 -6.0186 4.8460  0.3270
H3 3.4806 -7.2744 3.8823  0.3269
H4 5.1268 -4.9465 2.7696  0.3517
H5 4.3447 -6.2207 1.7931  0.3698
H6 4.5704 -4.2001 0.6197  0.3811
H7 3.8605 -2.5676 -1.0389  0.2949
H8 2.2217 -1.0589 -1.8111  0.2610
H9 0.8499 1.4440 -0.5201  0.6668
H10 -0.2177 3.1089 0.9453  0.4364
H11 -1.3844 4.3433 2.4865  0.3287
H12 -3.1320 4.6695 2.5020  0.3741
H13 -3.8629 3.4553 0.1516  0.3052
H14 -2.2998 4.7509 -1.9882  0.3914
H15 -4.0582 4.5307 -2.1184  0.2512
H16 -3.8214 2.0944 -2.1294  0.4867
H17 -2.1219 2.2085 -1.6672  -0.5139
H18 -3.3097 3.1314 -4.3292  0.3790
H19 -2.3518 1.6490 -4.0393  0.3723
H20 0.6326 3.4486 -3.9978  0.3419
H21 -0.1017 1.8957 -3.5078  0.1464
H22 -0.0923 3.2826 -2.3835  0.1062
H23 -3.4909 0.4211 1.5797  0.4786
H24 -2.3754 -1.2490 0.0802  0.5915
H25 0.1913 -1.9765 1.0564  0.1753
H26 0.8996 -3.6474 2.7338  0.4232

=====

[2]
This record from the Open Molecules 2025 dataset describes a structure of composition C20H26N4O3S. The level of theory is ωB97M-V/def2-TZVPD.

The relative energy (zero: lowest compared OMol25 entry of this formula, charge and spin) comes out at 2531.3 kJ/mol. The value obtained for the HOMO-LUMO gap is 7.25 eV. Its total charge is 0. As for the spin multiplicity: 1. The calculation puts the highest occupied orbital energy at -8.00 eV. The calculation puts the energy at -44076.32996 eV.

Last column: Mulliken charge in e.
Geometry (Å):
C1 -6.3025 -0.5631 0.0191  -1.2196
H1 -6.1433 0.2185 -0.8125  0.2843
H2 -7.1380 -0.3940 0.4409  0.5672
H3 -6.2663 -1.5552 -0.6039  0.2257
C2 -5.1622 -0.5943 0.7562  -0.5782
N1 -3.9461 -0.5210 0.3159  0.6536
S1 -3.6141 0.7637 -0.5207  1.0121
O1 -4.1971 2.0502 -0.2324  -0.6563
O2 -3.7894 0.6482 -2.1805  -0.7645
C3 -1.7287 0.9528 -0.4164  -0.1980
C4 -1.3435 1.3647 0.8956  -1.1635
C5 -0.0324 1.3632 0.9896  -0.7465
C6 1.0294 1.0350 -0.0760  0.3659
C7 0.5094 0.9843 -1.2077  0.1856
C8 -0.8928 0.8249 -1.5796  -1.3965
H4 -1.3466 0.6104 -2.3119  1.5117
N2 1.3466 0.3937 -2.2904  0.0636
C9 2.1414 -0.5475 -2.3290  -0.1698
O3 2.8711 -0.6547 -3.5005  -0.7869
C10 2.3615 -1.2038 -1.0199  -0.1310
C11 3.6424 -1.4831 -0.7835  -0.7760
C12 3.7483 -2.0660 0.6551  -0.3222
N3 2.8592 -2.5137 1.2810  -0.4190
C13 1.5725 -2.4094 0.9443  -0.4470
C14 1.3349 -1.6114 -0.6435  -0.6817
H5 0.3991 -1.6575 -0.7412  1.7405
H6 0.8600 -3.0679 1.3796  0.4419
H7 4.8934 -2.1833 0.8652  0.2436
H8 4.4488 -1.1650 -1.1621  0.9599
H9 1.0962 0.9156 -3.1692  0.2922
N4 2.3464 1.5401 0.2260  1.0724
C15 2.8009 1.6259 1.5017  -0.5580
H10 2.2292 2.3894 2.2034  0.2403
H11 2.8270 0.5667 2.1390  0.1847
C16 4.2049 2.1721 1.4740  -0.9172
H12 4.9780 2.0234 2.2291  0.3616
H13 4.2361 3.3264 1.4338  0.2750
C17 4.6101 1.9243 0.2971  -0.4992
H14 4.9832 0.9327 -0.0124  0.1378
H15 5.2299 2.7177 -0.2917  0.3622
C18 3.3511 1.9089 -0.5268  -0.6590
H16 2.8726 3.1044 -0.6675  0.3710
H17 3.1856 1.3920 -1.5934  0.2859
H18 0.3660 1.2570 2.1298  0.1468
H19 -2.0882 1.2917 1.6229  0.4929
C19 -3.2263 -1.7537 -0.2547  -0.8850
C20 -2.3452 -2.4446 0.8019  -1.3482
H20 -2.8218 -2.7244 1.7174  0.4352
H21 -1.5899 -1.5591 0.8938  0.0774
H22 -2.1448 -3.1844 0.3925  0.7156
H23 -2.8326 -1.4242 -1.2247  0.6046
H24 -4.1783 -2.3332 -0.5239  0.4815
H25 -5.0691 0.6109 1.3117  0.2966
H26 -5.1357 -1.2945 1.7595  0.2337

=====

[3]
This record from the Open Molecules 2025 dataset describes a cluster of 3 separate species, C20H27BF16N3O3S in total. The level of theory is ωB97M-V/def2-TZVPD.

The value obtained for the HOMO-LUMO gap is 9.68 eV. Its total charge is +1. As for the spin multiplicity: 1. The calculation puts the highest occupied orbital energy at -12.20 eV. The calculation puts the energy at -86778.40117 eV.

Last column: Mulliken charge in e.
Geometry (Å):
C1 -3.0452 0.6883 4.6689  -0.7409
C2 -3.7103 -0.0536 3.7862  -0.5267
C3 -4.3435 0.5898 2.6182  -0.0341
C4 -5.5252 1.2379 2.5716  0.1314
S1 -6.6683 1.4479 3.8675  -0.2036
N1 -5.6977 1.6898 1.2543  0.2840
C5 -6.9288 2.3780 0.8341  -0.6628
C6 -7.3429 2.1934 -0.6189  -1.2593
C7 -4.6181 1.3690 0.5502  -0.2867
N2 -4.4125 1.7067 -0.7728  0.0224
C8 -3.7506 3.0051 -1.0330  -0.2502
C9 -4.3724 4.1932 -0.3121  -1.2381
N3 -3.7812 0.6522 1.3406  0.2387
B1 -2.4734 -0.0034 0.9862  0.2622
C10 -1.4450 0.5321 -0.0549  -0.4758
O1 -2.2785 -1.1581 1.6682  -0.4696
H1 -2.3391 0.2419 5.3584  0.3152
H2 -3.1891 1.7639 4.7131  0.2702
H3 -3.8414 -1.1173 3.9453  0.3862
H4 -6.5984 2.7860 3.9482  0.1974
H5 -6.8778 3.4317 1.1138  0.4017
H6 -7.7142 1.9386 1.4509  0.5456
H7 -8.3415 2.6291 -0.7076  0.4239
H8 -6.7002 2.6954 -1.3344  0.2753
H9 -7.4435 1.1358 -0.8664  0.3457
H10 -3.9632 0.9546 -1.2789  0.4409
H11 -3.7755 3.1869 -2.1089  0.5451
H12 -2.6899 2.9741 -0.7595  0.2447
H13 -3.9900 5.1028 -0.7797  0.4579
H14 -4.0760 4.2420 0.7388  0.3184
H15 -5.4560 4.2295 -0.3995  0.1924
H16 -0.5959 0.9969 0.4584  0.3934
H17 -1.8274 1.2006 -0.8186  -0.2185
H18 -1.0301 -0.3356 -0.5797  0.3354
H19 -1.3419 -1.3549 1.7982  0.3234
C11 2.7508 0.7229 -4.4536  -0.8176
C12 1.2902 0.3376 -4.1916  0.9135
C13 0.3355 1.4239 -3.6894  0.1251
F1 0.7296 1.9267 -2.5016  -0.2150
F2 -0.8859 0.8605 -3.5004  -0.2801
F3 1.2304 -0.7292 -3.3679  -0.2497
F4 0.7732 -0.0449 -5.3958  -0.3291
O2 3.6894 0.4352 -3.4386  -0.3518
C14 3.9370 1.2924 -2.4016  0.7154
C15 3.5571 0.6886 -1.0412  0.6245
F5 2.2557 0.3175 -1.0252  -0.2256
F6 3.7352 1.6242 -0.0827  -0.2828
F7 3.3520 2.4926 -2.5897  -0.2881
F8 5.2704 1.4977 -2.3587  -0.2812
H20 3.0515 0.0834 -5.2822  0.4053
H21 2.8325 1.7509 -4.8093  0.3403
H22 0.2453 2.2384 -4.4114  0.2921
H23 4.1770 -0.1799 -0.8286  -0.0927
C16 7.3753 -3.6560 0.6140  -0.9121
C17 6.2467 -2.6490 0.3635  1.0561
C18 5.5128 -2.0673 1.5752  0.0609
F9 4.8909 -3.0193 2.2915  -0.2126
F10 4.5659 -1.2063 1.1149  -0.1982
F11 5.3510 -3.1533 -0.5107  -0.2826
F12 6.8310 -1.5662 -0.2350  -0.3286
O3 7.0681 -5.0285 0.4975  -0.3876
C19 6.5597 -5.7550 1.5390  0.7977
C20 5.1510 -6.2899 1.2391  0.1784
F13 4.3143 -5.2791 0.9268  -0.2111
F14 4.6785 -6.9087 2.3418  -0.2550
F15 6.5903 -5.0687 2.6963  -0.2873
F16 7.3473 -6.8418 1.6940  -0.2951
H24 8.0805 -3.4739 -0.1957  0.4186
H25 7.9035 -3.4322 1.5418  0.3486
H26 6.2010 -1.5175 2.2212  0.2697
H27 5.1903 -6.9962 0.4083  0.2524